Here is a structure of composition C35H47BI2LuN10OS3 from OMol25. Energies are from ωB97M-V/def2-TZVPD.

```
100
C35H47BI2LuN10OS3 ωB97M-V/def2-TZVPD
Lu 0.643 -0.454 -0.055
C 5.613 2.031 1.379
C 4.409 2.926 1.104
C 3.887 2.772 -0.323
C 4.820 4.380 1.319
N 3.307 2.592 2.069
C 2.762 3.486 2.974
C 1.798 2.833 3.645
N 1.735 1.543 3.160
B 0.631 0.620 3.756
N 0.776 -0.920 3.481
C 1.672 -1.608 4.270
C 1.407 -2.921 4.163
N 0.341 -3.054 3.291
C -0.021 -1.818 2.867
S -1.252 -1.451 1.693
C -0.407 -4.335 3.069
C -0.365 -4.733 1.596
C -1.839 -4.161 3.574
C 0.263 -5.443 3.878
N -0.771 1.166 3.386
C -1.789 1.133 4.313
C -2.883 1.673 3.749
N -2.538 2.043 2.460
C -1.244 1.702 2.247
S -0.344 1.976 0.793
C -3.479 2.716 1.506
C -3.667 1.819 0.288
C -4.834 2.894 2.188
C -2.934 4.092 1.136
C 2.655 1.412 2.190
S 2.978 -0.037 1.302
H 6.416 2.306 0.695
H 5.379 0.980 1.228
H 5.968 2.174 2.400
H 4.652 3.129 -1.014
H 2.988 3.374 -0.464
H 3.650 1.740 -0.569
H 5.622 4.602 0.617
H 5.205 4.557 2.324
H 4.003 5.073 1.117
H 3.102 4.496 3.073
H 1.147 3.173 4.430
H 0.713 0.725 4.954
H 2.416 -1.097 4.852
H 1.885 -3.756 4.634
H -0.793 -3.970 0.950
H -0.931 -5.657 1.479
H 0.667 -4.923 1.296
H -2.375 -3.408 3.003
H -1.835 -3.872 4.626
H -2.371 -5.108 3.481
H 1.308 -5.581 3.596
H -0.262 -6.373 3.665
H 0.202 -5.268 4.952
H -1.636 0.741 5.301
H -3.859 1.833 4.159
H -3.980 0.821 0.598
H -2.749 1.738 -0.289
H -4.447 2.251 -0.341
H -5.280 1.941 2.473
H -5.502 3.371 1.473
H -4.774 3.541 3.063
H -1.977 4.024 0.627
H -2.819 4.707 2.030
H -3.644 4.586 0.472
I -2.220 -1.044 -1.819
C -2.916 0.626 -2.932
I -1.502 2.132 -3.290
H -3.744 1.036 -2.368
H -3.239 0.228 -3.885
N 6.942 2.736 -7.474
C 6.184 2.372 -6.692
C 5.230 1.917 -5.710
C 5.260 0.594 -5.275
C 4.341 0.158 -4.341
C 3.379 1.031 -3.825
C 3.367 2.358 -4.263
C 4.282 2.799 -5.200
C 2.423 0.581 -2.855
C 1.613 0.199 -2.027
H 6.005 -0.081 -5.673
H 4.360 -0.867 -3.995
H 2.629 3.038 -3.861
H 4.268 3.825 -5.541
C 2.547 -5.488 -3.374
N 2.022 -4.484 -2.474
C 2.453 -4.324 -1.091
C 1.602 -3.144 -0.683
O 1.639 -2.538 0.398
N 0.797 -2.768 -1.678
C 1.086 -3.557 -2.724
N 0.473 -3.394 -3.890
H 3.632 -5.522 -3.288
H 2.311 -5.234 -4.404
H 2.139 -6.475 -3.152
H 3.515 -4.079 -1.021
H 2.248 -5.204 -0.480
H -0.167 -2.620 -3.971
H 0.656 -3.968 -4.692
```

* 2S+1: 1
* LUMO: -2.297 eV
* HOMO: -0.36896 hartree
* relative energy (zero: lowest compared OMol25 entry of this formula, charge and spin): 8.97 kJ/mol
* total charge: +1
* strongest force on any atom: 0.7 eV/Å
* HOMO-LUMO gap: 7.743 eV